C30H58F6N8O10S2 | the ωB97M-V functional and the def2-TZVPD basis

```
114
Properties=species:S:1:pos:R:3:forces:R:3:mulliken_charge:R:1
C 14.569 14.804 -0.945 -0.2 0.0 -0.8 -0.3663
N 14.060 15.058 0.437 1.8 0.7 -1.1 1.0351
C 13.575 13.809 1.051 -0.6 -0.1 0.5 -0.4503
C 15.275 15.513 1.194 0.0 0.0 1.2 -0.7162
C 13.042 16.169 0.278 0.5 0.0 0.3 -0.4341
C 12.236 16.411 1.523 -1.2 1.3 -0.8 1.0433
O 13.065 16.497 2.629 0.7 -0.6 0.4 0.0112
H 13.704 14.619 -1.579 0.1 -0.4 0.0 -0.0671
H 15.321 14.021 -0.973 -0.3 -0.3 0.3 0.3023
H 15.073 15.685 -1.340 -0.1 0.2 0.4 0.0592
H 13.415 13.972 2.117 -0.2 0.2 -0.1 0.1146
H 14.341 13.041 0.974 -0.1 0.0 -0.4 0.2071
H 12.639 13.551 0.566 0.0 -0.3 -0.1 0.1025
H 15.005 15.471 2.244 0.1 0.3 0.0 0.1331
H 15.568 16.528 0.944 -0.2 0.0 -0.3 0.2342
H 16.110 14.831 1.054 -0.2 -0.1 -0.5 0.2595
H 12.455 15.984 -0.621 -0.4 -0.5 0.4 0.0613
H 13.597 17.073 0.018 0.4 -0.2 0.3 0.2768
H 11.356 15.769 1.594 0.3 -0.5 0.3 0.1838
H 11.800 17.402 1.300 -0.2 -0.2 0.1 -1.0770
H 12.598 16.604 3.485 -0.4 0.0 -0.5 -0.1509
C 13.459 18.761 5.067 -0.8 -0.4 -0.4 0.7060
F 13.388 18.991 3.742 0.3 0.1 0.4 -0.2039
F 14.269 17.712 5.267 0.0 0.4 0.0 -0.2175
F 13.953 19.844 5.656 0.0 -0.3 0.0 -0.2375
S 11.739 18.382 5.732 0.6 0.5 -0.8 0.8060
O 12.004 18.202 7.136 -0.5 -0.3 -0.8 -0.5913
O 10.945 19.492 5.274 0.3 -0.6 0.2 -0.6477
N 11.375 17.008 4.834 0.9 3.0 0.4 -0.2732
S 10.930 15.879 5.782 -1.3 -3.1 2.3 0.9695
O 12.019 15.125 6.368 -0.3 0.2 -0.6 -0.6856
O 9.830 16.190 6.674 0.6 0.1 -0.8 -0.6555
C 10.147 14.670 4.550 0.6 1.3 0.1 0.6058
F 10.986 14.402 3.536 0.4 -0.3 -0.1 -0.1677
F 9.858 13.557 5.185 -0.1 -0.5 0.2 -0.2067
F 9.043 15.151 3.986 -0.4 0.2 0.1 -0.2545
C 9.611 13.912 -0.529 -0.1 -0.7 -0.2 0.0669
O 10.788 13.723 -0.791 0.3 0.3 -0.2 -0.5613
N 8.927 13.248 0.407 -0.4 -1.0 0.0 0.1507
C 7.555 13.635 0.758 0.4 0.3 -0.6 -1.0578
C 9.574 12.257 1.265 0.7 1.0 0.8 -0.7344
H 8.959 14.583 -1.111 0.2 0.3 0.1 0.2713
H 6.799 13.336 0.029 0.2 -0.2 -0.2 0.2984
H 7.570 14.723 0.801 -0.5 0.0 0.5 0.3979
H 7.273 13.165 1.694 0.2 0.3 0.2 0.3909
H 9.129 11.266 1.288 -0.5 0.2 -0.1 0.3724
H 10.628 12.114 1.041 -0.1 0.2 -0.5 0.1785
H 9.580 12.751 2.242 -0.1 -0.7 0.3 0.1195
C 18.657 15.703 -1.543 0.7 -0.4 0.0 0.0527
O 17.829 14.881 -1.187 -0.3 0.2 -0.3 -0.5906
N 19.942 15.396 -1.842 0.2 -0.1 -0.2 0.3536
C 20.350 14.037 -2.184 0.2 0.5 0.1 -0.9845
C 20.936 16.445 -2.020 -0.4 0.1 -1.0 -1.0620
H 18.475 16.784 -1.657 -0.3 0.0 0.3 0.1895
H 21.403 13.948 -1.919 -0.1 -0.3 0.2 0.4127
H 20.282 13.897 -3.265 -0.1 -0.1 0.0 0.3402
H 19.733 13.305 -1.673 0.0 0.0 0.0 0.2442
H 20.396 17.330 -2.364 0.2 0.3 0.5 0.3524
H 21.544 16.613 -1.134 -0.2 0.1 0.1 0.3238
H 21.590 16.225 -2.868 0.0 -0.3 0.1 0.3815
C 10.564 20.205 -0.573 -0.3 0.2 0.7 -1.2068
C 10.173 19.562 0.747 0.0 0.9 0.3 0.9588
O 9.170 18.904 0.849 -0.4 -0.7 -0.2 -0.6093
C 10.989 19.916 1.955 0.9 -0.3 0.8 -0.6573
H 11.627 20.427 -0.620 0.0 -0.1 -0.2 0.2848
H 10.025 21.156 -0.494 0.2 0.1 -0.3 0.4366
H 10.165 19.675 -1.430 0.2 -0.2 -0.1 0.1988
H 10.493 19.870 2.925 -0.6 -0.1 -0.4 0.3441
H 11.533 20.861 1.932 -0.1 0.0 -0.5 0.4368
H 11.759 19.141 2.075 0.0 0.2 -0.2 -0.0521
C 16.033 18.622 -3.702 0.1 -0.2 -1.3 -1.3860
C 14.971 18.249 -2.718 -0.4 0.2 -0.3 0.8836
O 15.236 17.926 -1.584 0.5 0.0 0.3 -0.4936
C 13.527 18.239 -3.150 -0.7 -0.5 0.8 -0.6324
H 16.263 17.791 -4.387 0.0 -0.4 0.6 0.3112
H 16.967 18.932 -3.244 -0.1 0.2 0.1 0.3294
H 15.682 19.309 -4.478 -0.1 0.5 0.6 0.4109
H 13.311 17.400 -3.816 0.2 0.3 -0.4 0.2454
H 13.107 19.170 -3.527 0.4 0.0 -0.4 0.5048
H 12.939 17.997 -2.262 0.1 0.1 0.0 -0.1435
C 9.167 16.562 -4.509 0.6 0.2 0.2 -1.3955
C 9.561 16.839 -3.064 -1.1 -0.1 -0.6 0.7775
O 10.677 16.626 -2.679 0.9 0.0 0.5 -0.2619
C 8.441 17.362 -2.193 1.0 0.2 0.5 -1.1440
H 8.797 17.489 -4.950 -0.2 -0.1 -0.1 0.3838
H 8.405 15.787 -4.574 -0.1 0.1 0.0 0.3231
H 10.057 16.250 -5.053 -0.1 -0.1 -0.1 0.3679
H 7.805 16.512 -1.944 -0.5 0.3 -0.3 0.4123
H 7.974 18.198 -2.711 -0.6 -0.3 0.0 0.4426
H 8.809 17.750 -1.241 0.2 -0.1 0.0 0.1438
C 16.319 14.021 4.965 -0.4 0.3 0.6 -0.7488
C 16.420 13.275 3.719 0.2 0.2 0.0 0.5315
N 16.528 12.688 2.737 0.0 0.0 0.0 -0.4180
H 17.220 14.572 5.230 0.3 -0.3 -0.3 0.2943
H 16.076 13.340 5.780 0.1 -0.1 0.0 0.3319
H 15.532 14.778 4.961 -0.2 -0.2 -0.4 0.0782
C 16.825 9.799 -0.859 0.7 0.5 0.1 -0.6615
C 15.502 10.356 -0.636 -0.8 -0.1 0.1 0.4393
N 14.445 10.786 -0.478 0.6 -0.1 -0.1 -0.3951
H 16.864 9.076 -1.669 -0.3 0.0 0.0 0.3179
H 17.248 9.357 0.041 -0.3 -0.1 0.1 0.2880
H 17.490 10.630 -1.107 0.0 -0.1 -0.1 0.0426
C 19.541 14.562 1.398 0.7 0.1 0.3 0.0089
C 20.476 15.692 1.462 -0.4 -0.6 0.0 0.3298
N 21.154 16.611 1.541 0.3 0.3 -0.1 -0.4803
H 19.734 13.870 2.218 -0.2 0.3 0.3 0.4253
H 19.703 13.969 0.505 -0.2 0.3 -0.3 0.0120
H 18.545 14.988 1.440 -0.2 -0.4 -0.1 -0.2501
C 11.818 12.675 -4.146 -0.5 0.5 -0.6 -0.0704
C 11.695 12.847 -5.602 0.3 0.3 0.3 0.1142
N 11.543 13.008 -6.727 0.0 0.0 -0.1 -0.4045
H 12.462 13.412 -3.673 0.3 -0.1 -0.3 -0.1310
H 12.158 11.663 -3.950 -0.2 0.0 0.4 0.4050
H 10.825 12.916 -3.767 0.0 -0.6 0.4 0.1125
```
Forces are in eV/Å.

Properties
DFT total energy	-3763.8033	a.u.
LUMO energy	-0.039	eV
F_max	4.09	eV/A
Kohn-Sham gap	9.097	eV


C30H58O30 | the ωB97M-V functional and the def2-TZVPD basis

```
118
Properties=species:S:1:pos:R:3:forces:R:3:mulliken_charge:R:1
C -8.294 14.668 -10.789 -0.1 0.2 -0.3 -0.6364
O -7.178 15.292 -10.181 0.7 -0.1 1.2 -0.2924
C -6.659 14.712 -9.086 -2.8 -5.2 0.0 0.8080
O -7.053 13.558 -8.642 1.9 5.0 -1.4 -0.6143
O -5.727 15.493 -8.664 1.7 0.4 0.6 -0.2769
C -4.996 15.187 -7.462 -0.7 1.1 0.8 -0.6576
H -8.766 15.531 -11.258 -0.4 -0.5 -0.2 0.2062
H -8.929 14.160 -10.063 0.0 0.2 -0.1 0.3380
H -7.933 13.952 -11.528 -0.2 0.0 0.0 0.2693
H -5.741 14.903 -6.719 0.4 -0.7 0.0 0.3210
H -4.631 16.153 -7.114 0.0 0.1 -0.2 0.2536
H -4.114 14.552 -7.543 -0.6 -0.4 -0.5 0.2813
C -17.401 24.874 -23.126 -0.5 -0.5 0.3 -0.6216
O -16.415 25.625 -22.424 -1.9 0.5 0.5 -0.3095
C -15.188 25.589 -22.819 2.0 -0.3 -0.7 0.8417
O -14.754 25.076 -23.821 -0.1 -0.2 -0.2 -0.5817
O -14.447 26.202 -21.904 0.9 0.1 1.1 -0.3118
C -12.997 26.062 -22.009 -0.7 0.0 -0.2 -0.6270
H -16.962 24.250 -23.905 0.0 0.1 0.2 0.3341
H -18.201 25.492 -23.534 0.5 0.4 -0.1 0.2428
H -17.891 24.293 -22.344 0.1 -0.4 -0.2 0.2265
H -12.513 26.208 -21.043 -0.7 0.5 0.2 0.2383
H -12.686 26.839 -22.707 0.4 -0.5 -0.1 0.2703
H -12.739 25.034 -22.265 -0.1 0.2 -0.7 0.2979
C -16.260 11.280 -10.413 0.4 0.4 -1.2 -0.6324
O -17.061 12.325 -9.841 -0.5 1.0 0.7 -0.2950
C -16.673 13.602 -10.019 4.7 1.0 -3.0 0.7769
O -15.559 13.903 -10.609 -4.7 -1.0 2.6 -0.5994
O -17.580 14.492 -9.592 0.2 -0.9 0.2 -0.2863
C -17.363 15.904 -9.722 0.0 1.0 -0.2 -0.6457
H -16.021 11.563 -11.437 0.1 0.1 0.0 0.3072
H -16.841 10.361 -10.488 -0.2 0.3 0.5 0.2437
H -15.306 11.101 -9.916 -0.3 0.2 0.4 0.2803
H -18.176 16.450 -9.243 -0.3 -0.7 0.2 0.2599
H -17.394 16.269 -10.748 0.3 -0.6 -0.2 0.2962
H -16.474 16.317 -9.245 0.3 -0.8 -0.1 0.2945
C -5.275 21.825 -8.628 1.4 0.2 -0.1 -0.6548
O -6.620 21.764 -9.014 -0.5 0.9 -2.1 -0.2892
C -7.509 21.063 -8.405 -2.1 -2.9 1.8 0.7934
O -7.409 20.661 -7.270 -0.1 0.2 0.1 -0.5814
O -8.568 20.700 -9.216 0.7 1.0 -1.3 -0.3144
C -9.791 20.151 -8.689 0.6 0.3 2.2 -0.6531
H -4.682 21.067 -9.140 -0.3 -0.3 -0.1 0.2918
H -5.036 21.720 -7.569 -0.7 0.2 0.1 0.3193
H -4.926 22.770 -9.044 0.0 0.1 0.4 0.2394
H -10.519 19.684 -9.352 1.0 0.2 -0.9 0.2525
H -10.341 20.942 -8.178 0.1 0.2 0.0 0.2965
H -9.518 19.428 -7.920 -0.1 -0.1 0.0 0.3000
C -23.531 16.263 -21.139 -1.4 -0.8 0.2 -0.6514
O -22.731 17.070 -21.994 1.0 0.5 0.6 -0.2992
C -21.700 16.671 -22.748 1.1 0.9 -1.7 0.7625
O -20.933 17.495 -23.295 -2.4 -3.3 1.8 -0.5653
O -21.756 15.296 -22.903 0.4 1.6 0.5 -0.3074
C -20.819 14.644 -23.734 0.4 -0.6 -1.4 -0.6820
H -24.178 15.615 -21.732 -0.1 0.2 -0.1 0.2951
H -24.134 16.917 -20.510 -0.1 0.5 -0.7 0.2819
H -23.159 15.602 -20.356 1.6 0.0 -0.5 0.3067
H -21.273 13.724 -24.103 -0.3 0.0 0.4 0.2623
H -19.873 14.344 -23.284 -0.1 0.5 0.5 0.2829
H -20.601 15.181 -24.658 0.0 0.5 0.3 0.3137
C -12.207 13.306 -25.949 2.0 -0.4 1.4 -0.6849
O -11.860 12.096 -26.650 -0.5 0.5 -0.9 -0.3104
C -10.658 11.948 -27.270 0.6 1.8 1.9 0.7919
O -9.628 12.565 -26.978 -2.2 -1.5 -1.2 -0.5668
O -10.859 10.982 -28.147 -0.5 -0.3 -0.1 -0.2758
C -9.777 10.634 -28.951 2.2 0.4 -0.6 -0.6408
H -11.282 13.636 -25.475 0.1 0.2 0.1 0.3251
H -12.833 12.995 -25.113 -0.4 0.1 -0.5 0.2573
H -12.558 14.181 -26.496 -0.4 -0.7 -0.6 0.2810
H -9.389 11.521 -29.451 -0.2 0.1 -0.2 0.2920
H -9.986 9.877 -29.707 -0.7 0.1 0.4 0.2397
H -8.924 10.315 -28.351 -0.1 -0.3 0.2 0.2919
C -4.861 23.214 -14.808 -0.3 0.0 0.2 -0.5440
O -5.242 24.543 -14.375 -0.4 0.8 0.4 -0.3130
C -6.463 24.867 -13.936 -3.2 1.7 0.7 0.7734
O -6.898 25.979 -13.547 2.4 -3.5 -1.5 -0.5877
O -7.285 23.777 -13.993 2.4 -1.1 -0.5 -0.3316
C -8.670 23.816 -14.006 -1.4 1.8 0.9 -0.6049
H -3.781 23.308 -14.920 -0.2 -0.3 0.2 0.2468
H -5.295 22.897 -15.756 -0.2 0.6 -0.1 0.2711
H -5.180 22.453 -14.096 0.3 0.2 0.3 0.2789
H -8.986 24.582 -14.715 -0.3 -0.2 -0.2 0.2985
H -9.036 24.139 -13.031 0.0 0.1 0.1 0.2675
H -9.163 22.860 -14.182 0.8 -0.2 -0.4 0.2450
C -8.997 18.370 -19.723 -1.2 0.4 0.5 -0.6473
O -9.919 18.493 -20.845 1.3 2.1 -2.1 -0.2827
C -9.577 19.435 -21.886 -1.2 -2.0 0.7 0.6769
O -8.610 20.131 -21.925 -0.3 -0.3 0.3 -0.4835
O -10.563 19.344 -22.857 1.3 0.0 0.4 -0.2787
C -10.144 19.913 -24.135 -0.1 1.5 0.4 -0.6980
H -7.991 17.992 -19.904 -0.3 -0.1 -0.6 0.2809
H -9.581 17.720 -19.071 0.4 -0.4 -0.1 0.2539
H -8.913 19.283 -19.133 0.0 0.4 -0.5 0.3014
H -10.956 20.335 -24.728 -0.9 -1.1 0.3 0.2929
H -9.536 19.244 -24.744 0.0 0.0 0.4 0.2818
H -9.679 20.880 -23.941 1.0 -0.4 0.2 0.3020
C -14.952 31.234 -14.992 1.0 0.1 -1.5 -0.6264
O -15.043 30.124 -14.124 0.3 -0.9 0.1 -0.2845
C -14.727 28.955 -14.712 -1.0 -1.5 -2.1 0.7845
O -14.356 28.764 -15.876 -0.5 1.0 2.6 -0.5695
O -15.086 27.959 -13.870 0.1 -0.6 0.6 -0.3168
C -15.490 26.679 -14.443 -0.4 0.5 -1.6 -0.6572
H -15.444 31.008 -15.938 -0.7 0.2 0.2 0.2978
H -13.929 31.317 -15.359 0.3 0.4 0.4 0.2912
H -15.278 32.160 -14.517 -0.1 -0.5 0.1 0.2323
H -14.794 26.306 -15.194 0.2 0.3 0.2 0.2854
H -16.443 26.844 -14.946 0.0 0.3 -0.3 0.2902
H -15.749 25.839 -13.798 0.8 0.8 1.1 0.2728
O -14.927 19.093 -15.657 -0.9 0.5 -2.0 -0.5180
C -15.301 19.108 -16.802 0.1 0.8 0.5 0.6755
O -16.035 20.113 -17.464 1.4 0.3 3.0 -0.3282
C -16.381 19.711 -18.714 -1.1 -2.9 -1.7 -0.2070
C -15.666 18.364 -18.926 0.9 0.3 -1.2 -0.3157
O -15.051 18.159 -17.703 1.3 -1.1 1.3 -0.3365
H -17.393 19.307 -18.684 -0.8 1.6 -0.5 0.2732
H -16.037 20.342 -19.534 -0.8 0.6 0.4 0.3061
H -14.963 18.524 -19.743 0.6 -0.4 0.3 0.1986
H -16.205 17.449 -19.171 -0.6 0.4 0.0 0.2524
```
Forces are in eV/Å.

Properties
SMILES	COC(=O)OC.COC(=O)OC.COC(=O)OC.COC(=O)OC.COC(=O)OC.COC(=O)OC.COC(=O)OC.COC(=O)OC.COC(=O)OC.O=C1OCCO1
ΔE to the lowest compared entry with this formula, charge and spin	584.3	kJ/mol
DFT total energy	-3434.9190	a.u.
LUMO energy	0.162	eV
F_max	5.88	eV/A
Kohn-Sham gap	10.594	eV